(1)
Here is C56H42IrN4O as an isolated structure in a non-equilibrium geometry from the OMol25 dataset. Energies are from ωB97M-V/def2-TZVPD.

Each line ends with the Löwdin charge.
CARTESIAN COORDINATES (ANGSTROEM)
Ir  -0.09454  0.11674  0.05863  1.4962
C  6.69694  -1.93737  3.08448  -0.0863
C  5.61775  -2.80554  3.16761  -0.0764
C  4.38225  -2.42887  2.66657  -0.0338
C  4.20392  -1.16798  2.09932  -0.2012
C  5.28604  -0.29016  2.05178  -0.0278
C  6.52704  -0.67621  2.53111  -0.0729
C  2.90782  -0.78354  1.50027  -0.0476
C  2.28148  0.37770  1.96405  -0.2326
C  2.68743  1.13682  3.08633  0.0022
C  1.89384  2.26201  3.11066  -0.0407
C  1.00897  2.16783  2.01815  -0.2126
N  1.22087  1.01689  1.34459  -0.0277
C  0.02886  3.21511  1.50972  -0.2068
C  -1.33674  2.57901  1.35052  -0.2073
C  -2.56604  3.16467  1.69445  0.0103
C  -3.55385  2.30040  1.27555  0.0156
C  -2.90687  1.18995  0.67835  -0.2253
C  -3.54618  0.18020  -0.05488  -0.0349
C  -5.02705  0.19511  -0.07170  -0.1978
C  -5.74604  0.04702  1.11335  -0.0351
C  -7.13120  0.05232  1.09714  -0.0759
C  -7.81790  0.21559  -0.09657  -0.0866
C  -7.11058  0.38450  -1.27770  -0.0742
C  -5.72555  0.37247  -1.26527  -0.0388
C  -2.87492  -0.78984  -0.81623  -0.2115
N  -1.52645  -0.98969  -0.83451  -0.0465
C  -1.27338  -2.01739  -1.69499  -0.2203
C  -0.02318  -2.61628  -1.90943  -0.0458
C  0.07232  -3.62674  -2.98955  -0.2015
C  -0.14436  -3.22944  -4.30788  -0.0239
C  -0.04306  -4.14619  -5.34166  -0.0740
C  0.24782  -5.47515  -5.06970  -0.0885
C  0.46882  -5.87602  -3.76025  -0.0776
C  0.38935  -4.95726  -2.72577  -0.0394
C  1.12171  -2.36184  -1.14386  -0.2151
C  2.37299  -3.05110  -1.24286  0.0042
C  3.17318  -2.57455  -0.25156  0.0098
C  2.43199  -1.55860  0.43327  -0.2292
N  1.20179  -1.43218  -0.14106  -0.0360
C  -2.51015  -2.48784  -2.24051  0.0097
C  -3.50251  -1.75140  -1.67562  0.0067
N  -1.53913  1.37926  0.76123  -0.0599
C  -0.15178  4.37382  2.49078  -0.1734
C  -0.39805  4.08980  3.83408  -0.0544
C  -0.65972  5.09996  4.74438  -0.0726
C  -0.70685  6.42038  4.32127  -0.0898
C  -0.48853  6.71155  2.98544  -0.0683
C  -0.21511  5.69800  2.07677  -0.0110
H  7.67058  -2.24737  3.44042  0.1015
H  5.73872  -3.78187  3.61859  0.1036
H  3.54257  -3.11099  2.71102  0.1234
H  5.14935  0.68371  1.59909  0.1228
H  7.36629  0.00320  2.45966  0.1042
H  3.43723  0.84944  3.80373  0.1169
H  1.96190  3.08314  3.80201  0.1129
H  -2.69984  4.11092  2.18843  0.1154
H  -4.61717  2.43684  1.36914  0.1121
H  -5.21366  -0.08698  2.04630  0.1235
H  -7.67900  -0.06910  2.02244  0.1039
H  -8.89966  0.21669  -0.10726  0.1016
H  -7.63694  0.53008  -2.21187  0.1043
H  -5.16878  0.52822  -2.18036  0.1239
H  -0.38413  -2.19185  -4.50468  0.1236
H  -0.19463  -3.82171  -6.36290  0.1037
H  0.31164  -6.19136  -5.87820  0.1009
H  0.70197  -6.91060  -3.54471  0.1030
H  0.54600  -5.27461  -1.70274  0.1220
H  2.62673  -3.79486  -1.97765  0.1101
H  4.18255  -2.87119  -0.02336  0.1151
H  -2.61839  -3.31455  -2.92216  0.1157
H  -4.56302  -1.84738  -1.82707  0.1079
H  -0.40736  3.05979  4.16660  0.1237
H  -0.84425  4.85158  5.78181  0.1034
H  -0.93993  7.21141  5.02207  0.1002
H  -0.54183  7.73623  2.64110  0.1039
H  -0.07331  5.95359  1.03777  0.1118
C  0.08256  3.10873  -0.98233  -0.0511
C  0.61138  3.62666  0.12699  -0.1083
C  1.76218  4.57289  0.06164  -0.1800
C  2.85114  4.56032  0.93291  -0.0082
C  3.82240  5.54964  0.88282  -0.0729
C  3.74783  6.56070  -0.05947  -0.0930
C  2.68917  6.57579  -0.95524  -0.0765
C  1.70946  5.60054  -0.88929  -0.0563
H  2.95025  3.77046  1.65508  0.0918
H  4.64679  5.52238  1.58418  0.1025
H  4.49541  7.34266  -0.08890  0.0992
H  2.61881  7.35225  -1.70665  0.1026
H  0.85824  5.65277  -1.55557  0.1204
C  2.53335  1.32894  -2.34513  -0.0254
C  1.04767  1.54865  -2.67976  -0.6601
C  0.69895  3.05690  -2.32483  -0.1146
C  0.82469  1.40125  -4.19519  -0.0312
O  0.24905  0.61912  -2.05351  -0.2392
H  3.17807  1.97624  -2.94242  0.0836
H  2.79358  0.28763  -2.54757  0.0799
H  2.70167  1.53163  -1.28389  0.0748
H  -0.01632  3.42398  -3.06667  0.1208
H  1.62032  3.63101  -2.38392  0.1019
H  -0.85635  2.57988  -0.94417  0.1043
H  1.26736  2.24891  -4.71946  0.0840
H  -0.24737  1.36894  -4.39208  0.0844
H  1.27814  0.47904  -4.56176  0.0777

Values from the calculation:
**HOMO level (spin up / spin down)**: -6.502 / -7.289 eV
**Relative energy (zero: lowest compared OMol25 entry of this formula, charge and spin)**: 0.0000 eV
**Frontier orbital gap (spin up / spin down)**: 5.463 / 5.407 eV
**Expectation value of S²**: 1.039
**Multiplicity**: 2


(2)
Here is a 18-piece molecular cluster, C40H124N8O18 overall in a non-equilibrium geometry from the OMol25 dataset. Energies are from ωB97M-V/def2-TZVPD.

Each line ends with the Löwdin charge.
CARTESIAN COORDINATES (ANGSTROEM)
C  -1.32461  2.01770  -1.40505  -0.0200
C  -1.39628  1.35496  -0.02626  -0.3968
C  -0.29866  0.36041  0.27842  -0.1851
O  -0.34122  -0.29872  1.52784  -0.2164
C  0.57997  -1.36781  1.63285  -0.0726
N  -1.57879  2.38028  1.02572  0.0690
H  -0.50605  2.74300  -1.34247  0.0621
H  -2.18059  2.69611  -1.44155  0.0877
H  -1.31151  1.33572  -2.25014  0.0646
H  -2.36620  0.83497  0.00536  0.1209
H  0.65334  0.91768  0.26157  0.1123
H  -0.24457  -0.38852  -0.52223  0.1179
H  0.44960  -1.79430  2.62412  0.0683
H  1.60754  -0.98816  1.55256  0.0812
H  0.45739  -2.12499  0.85326  0.0847
H  -0.72375  2.93711  1.04059  0.0430
H  -1.61193  1.83975  1.89035  0.0624
C  -0.12237  -5.80891  0.80477  -0.0489
C  -1.08772  -6.11907  -0.32096  -0.4048
C  -2.32724  -6.85176  0.18223  -0.2315
O  -2.00507  -8.18406  0.45007  -0.1823
C  -3.11892  -8.99921  0.73920  -0.1038
N  -1.37955  -4.92607  -1.12535  0.0453
H  0.88940  -5.51381  0.51504  0.0640
H  -0.05793  -6.65471  1.48858  0.0871
H  -0.41948  -4.89706  1.34146  0.0662
H  -0.53438  -6.75942  -1.01776  0.1437
H  -3.08711  -6.80782  -0.61021  0.1207
H  -2.68353  -6.30437  1.06933  0.1244
H  -2.78969  -10.02487  0.88497  0.0869
H  -3.89105  -8.91271  -0.02916  0.0863
H  -3.51797  -8.68279  1.71343  0.0881
H  -1.66707  -5.19459  -2.06246  0.0948
H  -2.20124  -4.42206  -0.76907  0.0349
C  -1.63580  7.33418  0.77813  -0.0432
C  -1.67562  7.03895  2.28633  -0.4041
C  -3.09295  6.75769  2.79574  -0.2394
O  -3.93474  7.86786  2.66445  -0.1716
C  -5.22949  7.55621  3.18021  -0.0899
N  -0.81793  5.88400  2.58879  0.0401
H  -0.63889  7.19972  0.36639  0.0692
H  -2.00187  8.35685  0.67995  0.0774
H  -2.33445  6.69154  0.23752  0.0808
H  -1.30260  7.90442  2.83998  0.1421
H  -2.94271  6.46869  3.84695  0.1239
H  -3.45469  5.86449  2.26499  0.1277
H  -5.68366  6.72920  2.62997  0.0894
H  -5.85164  8.44362  3.09539  0.0857
H  -5.08734  7.29946  4.23483  0.0864
H  -0.89671  5.68260  3.59615  0.0522
H  -1.34148  5.08425  2.20954  0.0728
C  5.19127  -3.27014  -0.55090  -0.0513
C  4.79394  -3.91217  0.79036  -0.4189
C  5.79231  -4.98418  1.23714  -0.2229
O  7.02929  -4.39081  1.51868  -0.1821
C  7.94293  -5.34100  2.03472  -0.0963
N  4.65752  -2.90647  1.83535  0.0549
H  4.44049  -2.53328  -0.84218  0.0603
H  5.28603  -4.04592  -1.31163  0.0846
H  6.12444  -2.71639  -0.42215  0.0785
H  3.86401  -4.44267  0.55855  0.1158
H  5.81275  -5.75347  0.45349  0.1288
H  5.38684  -5.52740  2.09852  0.1278
H  7.47856  -5.90204  2.85005  0.0884
H  8.86466  -4.88779  2.39045  0.0865
H  8.21027  -6.02706  1.22364  0.0897
H  4.37266  -2.02929  1.39510  0.0535
H  5.60723  -2.67810  2.12837  0.0933
C  0.62848  4.17916  -3.45615  -0.0581
C  1.62393  4.48114  -4.58283  -0.4080
C  2.29755  3.20129  -5.09742  -0.2307
O  3.14201  3.43994  -6.18892  -0.1725
C  3.68051  2.24223  -6.70042  -0.1069
N  0.93938  5.16841  -5.69760  0.0340
H  1.19077  3.88320  -2.56678  0.0544
H  0.03948  3.29030  -3.69745  0.0582
H  -0.01150  5.01552  -3.18947  0.0874
H  2.35716  5.22101  -4.24968  0.1352
H  1.53403  2.45471  -5.35296  0.1024
H  2.85350  2.80467  -4.23615  0.1090
H  2.93931  1.68964  -7.28055  0.0905
H  4.10800  1.56399  -5.95449  0.0879
H  4.53477  2.52283  -7.31510  0.0878
H  1.48353  5.01943  -6.54445  0.0616
H  0.07383  4.66014  -5.88233  0.0660
C  -2.83687  -1.87421  -1.06516  -0.0328
C  -4.12374  -2.70797  -1.16839  -0.3998
C  -4.40718  -3.11054  -2.61188  -0.2241
O  -4.72275  -1.95062  -3.32467  -0.1803
C  -4.68232  -2.11503  -4.72781  -0.0904
N  -4.05805  -3.86032  -0.25418  0.0403
H  -2.93272  -0.87251  -1.48546  0.0619
H  -2.05108  -2.32748  -1.67100  0.0580
H  -2.55962  -1.72880  -0.01918  0.0789
H  -4.99659  -2.07699  -0.95662  0.1339
H  -5.27253  -3.78882  -2.54061  0.1277
H  -3.57330  -3.65683  -3.07004  0.1240
H  -3.66476  -2.33753  -5.06062  0.0870
H  -4.97459  -1.14574  -5.13048  0.0801
H  -5.39396  -2.85740  -5.09951  0.0910
H  -3.98110  -3.63210  0.73113  0.0600
H  -4.99074  -4.27310  -0.30420  0.0889
C  1.45399  -0.56294  -4.64373  -0.0397
C  -0.00938  -0.63161  -4.20393  -0.4317
C  -0.85141  0.35101  -4.99172  -0.2071
O  -2.17879  0.36067  -4.50050  -0.2024
C  -3.06288  1.07467  -5.32325  -0.1144
N  -0.55230  -1.98583  -4.30192  0.0627
H  1.64525  -1.14959  -5.54823  0.0867
H  2.07546  -1.03623  -3.88298  0.0627
H  1.75843  0.45758  -4.86777  0.0476
H  -0.00897  -0.40501  -3.12504  0.1156
H  -0.79317  0.12370  -6.06502  0.1391
H  -0.47583  1.38066  -4.89070  0.1010
H  -3.41227  0.46136  -6.16632  0.0849
H  -2.64184  1.97723  -5.77720  0.0879
H  -3.94826  1.30525  -4.73197  0.0880
H  0.00368  -2.52558  -3.63892  0.0407
H  -1.49515  -1.97563  -3.92410  0.0437
C  4.00684  2.40616  4.33013  -0.0511
C  3.60904  1.69610  3.05388  -0.4349
C  4.36761  0.42628  2.78567  -0.1853
O  4.33041  -0.01130  1.43259  -0.2399
C  5.36319  0.43721  0.58892  -0.1014
N  2.14690  1.51535  3.07041  0.0879
H  3.82291  1.76026  5.19130  0.0804
H  3.38939  3.28816  4.52076  0.0766
H  5.02372  2.79386  4.23567  0.0837
H  3.84469  2.37228  2.21464  0.1155
H  3.96914  -0.42020  3.35099  0.1247
H  5.38697  0.58904  3.15392  0.1334
H  6.26585  -0.14214  0.82001  0.0932
H  5.48922  1.52409  0.65638  0.0925
H  5.14616  0.24840  -0.46509  0.0760
H  1.70951  2.41096  2.88482  0.0499
H  1.84819  0.87785  2.33983  0.0487
O  -1.89725  0.31838  3.84640  -0.0757
H  -1.13509  0.28335  3.24738  0.0019
H  -2.21921  -0.60462  3.89328  0.0033
O  2.30116  -4.19806  2.80705  -0.0862
H  3.03687  -3.64195  2.45381  -0.0127
H  2.05379  -3.77179  3.63407  0.0201
C  -2.32815  -3.30844  3.24950  -0.1312
O  -3.06171  -2.24703  3.84137  -0.1165
H  -2.46827  -3.38149  2.16770  0.0537
H  -1.26317  -3.29033  3.46242  0.0728
H  -2.68906  -4.24970  3.68026  0.0870
H  -3.99919  -2.35342  3.67001  0.0934
C  -5.38921  1.09732  -1.51809  -0.1804
O  -5.47033  2.49210  -1.32361  -0.1217
H  -5.43365  0.58154  -0.54563  0.0744
H  -6.26463  0.73105  -2.05843  0.0794
H  -4.50489  0.73387  -2.05006  0.0547
H  -4.82567  2.68452  -0.62114  0.0358
C  -4.84546  2.13008  2.36472  -0.1643
O  -4.37613  2.95160  1.32925  -0.1578
H  -4.26542  1.20350  2.44745  0.0669
H  -4.73260  2.59601  3.35412  0.0745
H  -5.90875  1.90665  2.25980  0.0777
H  -3.46143  2.70424  1.08092  0.0240
C  1.03247  -1.19338  5.83725  -0.1610
O  2.16370  -0.47557  5.38774  -0.1438
H  1.36196  -1.88692  6.60662  0.0789
H  0.19844  -0.55612  6.14482  0.0763
H  0.60596  -1.77923  5.00643  0.0512
H  1.89309  0.23754  4.78550  0.0276
C  2.08827  4.32826  1.08841  -0.1441
O  0.81818  3.89362  1.51131  -0.1902
H  2.58886  3.61150  0.44047  0.0675
H  2.09355  5.32883  0.64267  0.0846
H  2.72680  4.47592  1.97286  0.0776
H  0.39775  4.62713  2.02004  0.0344
C  1.83129  -3.56907  -1.84309  -0.1454
O  0.54278  -2.98972  -1.74681  -0.1958
H  2.22891  -3.78688  -0.84385  0.0558
H  1.70913  -4.53592  -2.34605  0.0886
H  2.55785  -2.94848  -2.36206  0.0666
H  -0.05100  -3.68342  -1.37008  0.0220
C  -0.81618  3.35317  4.84270  -0.1362
O  -0.87774  4.69149  5.33559  -0.1339
H  -1.72612  2.80385  5.11090  0.0766
H  -0.86235  3.36153  3.75633  0.0513
H  0.02399  2.77151  5.22160  0.0806
H  -0.77931  4.65493  6.29036  0.0846
C  2.60321  1.22942  -1.62583  -0.1668
O  3.73687  1.35959  -2.45951  -0.1162
H  1.76557  1.86421  -1.92865  0.0590
H  2.18620  0.23054  -1.78814  0.0737
H  2.75749  1.27250  -0.54448  0.0589
H  4.13329  2.22068  -2.28758  0.0823

Values from the calculation:
**HOMO level**: -8.910 eV
**Frontier orbital gap**: 9.079 eV